The following is a quantum chemistry calculation of C6H8N4S in the gas phase at a distorted geometry, from OMol25.

Geometry (Å):
C  0.20097  -0.50114  0.87274
C  -0.61726  -0.78206  -0.09287
C  1.22143  0.41644  0.80670
C  -0.67804  0.31703  -1.63984
C  1.95212  0.58604  1.90311
C  -1.77923  0.53922  -2.36925
N  -0.01520  -1.42289  1.95410
N  -1.49048  -1.83127  -0.08511
N  1.37226  1.08055  -0.37359
N  0.51324  0.97075  -1.50299
S  -1.16023  -2.58964  1.49989
H  2.76985  1.26391  1.88878
H  1.68454  0.22652  2.92776
H  -1.71534  1.27961  -3.14466
H  -2.79372  0.23588  -2.19748
H  -0.24090  -0.95846  2.85645
H  -2.02159  -2.10154  -0.89154
H  2.36414  1.34015  -0.58570
H  0.43345  1.93091  -1.82651

Calculated values
relative energy (zero: lowest compared OMol25 entry of this formula, charge and spin) = 5.410 eV
LUMO = 0.7 eV
electronic energy = -23140.8402 eV
Kohn-Sham gap = 7.52 eV
HOMO level = -0.249 Eh

Mulliken population analysis, charges in e, atoms 1 to 8:
1 C 0.192
2 C 0.412
3 C 0.318
4 C 0.510
5 C -1.253
6 C -1.104
7 N -0.398
8 N -0.268